No. 1
Here is C6H6O in the gas phase from OMol25. Energies are from wB97M-V/def2-TZVPD.

Properties
- Electronic energy: -8360.737 eV
- LUMO: -0.51 eV
- 2S+1: 1
- HOMO-LUMO gap: 9.8 eV

Element x y z (Å)
O 0.01 -0.14 1.74
C 0.57 -0.66 0.57
C -0.47 -0.76 -0.57
C -1.30 0.44 -0.71
C -2.04 1.39 -0.79
C 1.85 1.18 -0.56
C 1.84 0.10 0.17
H -0.35 0.73 1.53
H 0.88 -1.68 0.81
H -1.13 -1.60 -0.34
H 0.03 -0.98 -1.52
H -2.71 2.22 -0.89
H 2.81 -0.25 0.56

***

No. 2
Here is C6H6O in the gas phase at a distorted geometry from OMol25. Energies are from wB97M-V/def2-TZVPD.

Properties
- Structure (SMILES): Oc1ccccc1
- Electronic energy: -8365.900 eV
- LUMO: 0.91 eV
- 2S+1: 1
- HOMO-LUMO gap: 9.4 eV

Element x y z (Å)
C 0.35 -0.70 1.45
C 1.41 -0.29 0.63
C 1.12 0.48 -0.48
C -0.14 0.39 -1.07
O -0.25 0.85 -2.34
C -1.21 0.08 -0.25
C -0.93 -0.49 0.99
H 0.54 -1.14 2.42
H 2.44 -0.36 0.97
H 1.77 1.29 -0.78
H -1.17 0.71 -2.59
H -2.22 -0.06 -0.64
H -1.71 -0.75 1.70

***

No. 3
Here is C6H6O in the gas phase at a distorted geometry from OMol25. Energies are from wB97M-V/def2-TZVPD.

Properties
- Electronic energy: -8359.619 eV
- LUMO (spin up / spin down): 0.91 / -1.90 eV
- 2S+1: 3
- HOMO-LUMO gap (spin up / spin down): 6.1 / 6.8 eV

Element x y z (Å)
C -1.87 0.23 -0.16
C -1.00 1.27 -0.14
C -1.22 -0.97 -0.22
C 0.27 0.73 -0.35
C 0.13 -0.75 -0.38
C 1.42 0.35 0.38
O 2.57 -0.13 -0.24
H -2.90 0.21 0.03
H -1.27 2.40 -0.03
H -1.66 -1.87 -0.04
H 0.76 -1.55 -0.80
H 1.62 0.57 1.45
H 3.15 -0.49 0.49

***

No. 4
Here is C6H6O2 in the gas phase at a distorted geometry from OMol25. Energies are from wB97M-V/def2-TZVPD.

Properties
- Structure (SMILES): C1=CC2=COC[C@@H]2O1
- Electronic energy: -10409.609 eV
- LUMO: 1.01 eV
- 2S+1: 1
- HOMO-LUMO gap: 8.9 eV

Element x y z (Å)
C 0.36 1.67 -0.03
C -0.65 0.18 -1.59
C -0.73 -0.49 -0.37
C -0.24 -1.87 0.20
C 0.74 -1.52 1.03
C -0.30 0.44 0.84
H 1.32 1.52 -0.33
H 0.35 2.66 0.26
H -1.01 -0.36 -2.46
H -0.49 -2.95 -0.07
H 1.49 -2.26 1.62
H -1.14 0.51 1.54
O -0.20 1.49 -1.57
O 0.75 -0.20 1.43

***

No. 5
Here is C6H6O2 in the gas phase at a distorted geometry from OMol25. Energies are from wB97M-V/def2-TZVPD.

Properties
- Structure (SMILES): O=C1[C@H]2C[C@@H]1[C@@H]1O[C@@H]12
- Electronic energy: -10409.164 eV
- LUMO: 0.75 eV
- 2S+1: 1
- HOMO-LUMO gap: 10.5 eV

Element x y z (Å)
C 1.33 -0.22 -0.10
C 0.26 0.40 -1.00
C 0.02 1.46 0.19
C 0.20 0.10 1.06
C -1.11 -0.70 0.68
C -0.97 -0.63 -0.77
H 0.43 1.09 -1.75
H -1.17 1.69 0.35
H 0.88 2.08 0.36
H 0.39 0.14 2.09
H -1.32 -1.61 1.25
H -1.40 -1.49 -1.30
O 2.56 -0.57 -0.05
O -2.07 0.02 -0.12

***

No. 6
Here is C6H6O2 in the gas phase at a distorted geometry from OMol25. Energies are from wB97M-V/def2-TZVPD.

Properties
- Structure (SMILES): C=C1OC=COC1=C
- Electronic energy: -10411.412 eV
- LUMO: 0.75 eV
- 2S+1: 1
- HOMO-LUMO gap: 9.1 eV

Element x y z (Å)
C 1.42 1.65 -0.01
C 0.37 0.79 0.00
C -2.07 0.56 -0.02
C -1.94 -0.77 0.02
C 0.46 -0.73 0.00
C 1.56 -1.51 0.02
H 2.44 1.31 -0.15
H 1.21 2.72 0.05
H -3.02 1.11 -0.05
H -2.80 -1.42 -0.08
H 2.56 -1.09 0.19
H 1.48 -2.58 -0.08
O -0.94 1.37 0.06
O -0.74 -1.41 0.03

***

No. 7
Here is C6H6O2 in the gas phase at a distorted geometry from OMol25. Energies are from wB97M-V/def2-TZVPD.

Properties
- Structure (SMILES): O=CC1=COCC=C1
- Electronic energy: -10410.449 eV
- LUMO: 0.35 eV
- 2S+1: 1
- HOMO-LUMO gap: 8.8 eV

Element x y z (Å)
C -0.63 1.44 1.67
C -0.14 0.58 0.78
C 0.87 0.89 -0.05
C 0.91 -1.20 -1.32
C -0.50 -1.31 -0.72
C -0.83 -0.62 0.48
H -0.03 2.43 1.73
H 1.28 2.02 -0.19
H 0.82 -1.06 -2.41
H 1.77 -1.73 -0.96
H -1.26 -2.21 -1.05
H -2.01 -0.61 0.82
O -1.66 1.21 2.22
O 1.41 0.17 -1.00

***

No. 8
Here is C6H6O2 in the gas phase at a distorted geometry from OMol25. Energies are from wB97M-V/def2-TZVPD.

Properties
- Structure (SMILES): O=C1[C@@H]2C=C[C@H]1OC2
- Electronic energy: -10410.653 eV
- LUMO: 0.83 eV
- 2S+1: 1
- HOMO-LUMO gap: 10.3 eV

Element x y z (Å)
C -0.33 1.21 -0.22
C -0.55 0.21 0.82
C -1.26 -0.89 0.02
C 0.32 0.20 -1.22
C 1.43 -0.10 -0.38
C 0.91 -0.33 0.88
H -0.86 0.69 1.85
H -2.32 -0.43 -0.20
H -1.29 -1.93 0.39
H 0.61 0.61 -2.21
H 2.53 -0.29 -0.48
H 1.59 -0.43 1.85
O -0.25 2.41 0.05
O -0.54 -0.93 -1.16

***

No. 9
Here is C6H6O2S3 in the gas phase at a distorted geometry from OMol25. Energies are from wB97M-V/def2-TZVPD.

Properties
- Structure (SMILES): C#C[C@H](S)C=C=CS[SH](=O)=O
- Electronic energy: -42913.780 eV
- LUMO: -0.04 eV
- 2S+1: 1
- HOMO-LUMO gap: 9.0 eV

Element x y z (Å)
C -1.63 1.35 1.18
C 2.56 -1.07 -1.24
C -0.51 0.76 1.30
C 1.96 -1.03 -0.20
C 0.65 0.20 1.46
C 1.13 -1.12 0.94
O 0.00 0.91 -1.54
O -2.17 -0.10 -1.41
S -2.02 2.48 -0.13
S -0.13 -2.48 0.65
S -1.37 1.01 -1.53
H -2.49 1.52 1.84
H 3.21 -1.12 -1.97
H 1.51 0.73 1.93
H 1.73 -1.65 1.69
H -0.83 -2.04 -0.35
H -1.58 1.64 -2.64

***

No. 10
Here is C6H6O3 in the gas phase at a distorted geometry from OMol25. Energies are from wB97M-V/def2-TZVPD.

Properties
- Structure (SMILES): C/C(=C/C=O)C(=O)C=O
- Electronic energy: -12459.111 eV
- LUMO: -0.88 eV
- 2S+1: 1
- HOMO-LUMO gap: 8.4 eV

Element x y z (Å)
C 0.51 1.27 0.22
C -0.81 1.88 0.39
C -1.78 -0.75 -0.62
C 0.62 -0.06 0.14
C -0.60 -0.84 0.43
C 1.84 -0.88 -0.10
O -1.63 -0.42 -1.78
O -1.84 1.20 0.53
O -0.75 -1.74 1.25
H 1.34 1.79 0.06
H -0.78 3.02 0.28
H -2.82 -1.13 -0.27
H 1.67 -1.47 -1.04
H 2.18 -1.50 0.77
H 2.85 -0.36 -0.26

***

No. 11
Here is C6H6O3S in the gas phase at a distorted geometry from OMol25. Energies are from wB97M-V/def2-TZVPD.

Properties
- Structure (SMILES): CC(=O)C1=C(O)SCC1=O
- Electronic energy: -23296.294 eV
- LUMO: 0.03 eV
- 2S+1: 1
- HOMO-LUMO gap: 9.2 eV

Element x y z (Å)
C -1.83 1.07 1.26
C -1.48 -0.15 0.42
C -0.12 -0.27 -0.11
C 0.70 0.73 -0.50
C 1.93 -1.45 -0.95
C 0.57 -1.55 -0.28
H -0.96 1.44 1.82
H -2.55 0.76 2.01
H -2.24 1.86 0.63
H 1.12 2.55 -0.78
H 1.85 -1.83 -1.97
H 2.66 -1.95 -0.33
O -2.38 -0.96 0.18
O 0.33 2.05 -0.46
O 0.12 -2.63 0.09
S 2.28 0.31 -1.04

***

No. 12
Here is a molecular structure, C6H6O3Tl at a distorted geometry from OMol25. Energies are from wB97M-V/def2-TZVPD.

Properties
- Net charge: +1
- Electronic energy: -17139.885 eV
- LUMO (spin up / spin down): -7.15 / -7.30 eV
- 2S+1: 1
- HOMO-LUMO gap (spin up / spin down): 6.7 / 6.3 eV

Element x y z (Å)
O 3.27 1.16 -0.68
C 3.37 -0.07 -0.25
O 4.34 -0.80 -0.42
C -1.56 -0.51 -0.26
H -1.64 -1.51 0.21
H -1.46 -0.70 -1.34
C -2.78 0.34 0.04
H -2.77 1.27 -0.54
H -3.70 -0.21 -0.21
H -2.83 0.60 1.11
C 2.16 -0.35 0.57
C 0.96 -0.66 0.06
C -0.26 0.07 0.21
O -0.23 1.25 0.70
Tl 1.65 1.89 0.33
H 1.49 -1.78 0.47

***

No. 13
Here is a molecular structure, C6H6OS at a distorted geometry from OMol25. Energies are from wB97M-V/def2-TZVPD.

Properties
- Electronic energy: -19197.889 eV
- LUMO: 0.20 eV
- 2S+1: 1
- HOMO-LUMO gap: 9.0 eV

Element x y z (Å)
C 0.14 0.83 -0.07
C -0.51 0.28 1.18
C -0.24 -1.04 0.61
C -0.97 -1.15 -0.76
C -0.66 0.04 -1.30
C 1.04 -0.36 -0.01
H 1.66 2.14 -0.38
H 0.17 0.41 2.04
H -1.61 0.52 1.34
H -0.04 -1.76 1.41
H -1.29 -2.12 -1.35
H -0.90 0.55 -2.27
O 0.57 2.14 -0.25
S 2.64 -0.47 -0.21

***

No. 14
Here is a molecular structure, C6H6OSSe at a distorted geometry from OMol25. Energies are from wB97M-V/def2-TZVPD.

Properties
- Electronic energy: -84541.736 eV
- LUMO: -0.40 eV
- 2S+1: 1
- HOMO-LUMO gap: 7.7 eV

Element x y z (Å)
C 2.28 0.49 -0.91
C 1.18 -1.46 0.67
C 1.12 0.87 -1.08
C 0.00 -1.22 0.15
C -0.06 1.40 -1.33
C -2.25 -0.09 1.06
O -1.04 0.71 -1.94
S 2.68 -0.56 0.50
Se -1.60 -1.13 -0.52
H 3.27 0.74 -1.36
H 1.38 -2.16 1.39
H -0.23 2.36 -0.82
H -1.37 0.54 1.43
H -3.16 0.42 1.06
H -2.22 -0.91 1.71

***

No. 15
Here is C6H6P4 in the gas phase at a distorted geometry from OMol25. Energies are from wB97M-V/def2-TZVPD.

Properties
- Structure (SMILES): c1ccc(P2=P3=[PH]=P=23)cc1
- Electronic energy: -43473.765 eV
- LUMO: -0.09 eV
- 2S+1: 1
- HOMO-LUMO gap: 8.3 eV

Element x y z (Å)
C 2.52 -0.36 0.46
C 1.67 -1.40 0.12
C 2.14 0.95 0.23
C 0.43 -1.13 -0.43
C 0.91 1.22 -0.32
C 0.03 0.19 -0.64
P -2.34 0.66 0.94
P -4.43 0.06 0.71
P -2.82 -1.02 -0.35
P -1.65 0.69 -1.20
H 3.48 -0.58 0.91
H 1.96 -2.42 0.30
H 2.80 1.76 0.50
H -0.24 -1.94 -0.68
H 0.60 2.25 -0.49
H -5.08 1.06 -0.07

***

No. 16
Here is a molecular structure, C6H6S at a distorted geometry from OMol25. Energies are from wB97M-V/def2-TZVPD.

Properties
- Electronic energy: -17148.123 eV
- LUMO (spin up / spin down): 0.04 / -1.43 eV
- 2S+1: 1
- HOMO-LUMO gap (spin up / spin down): 8.6 / 5.9 eV

Element x y z (Å)
C 1.15 -0.22 1.83
C 1.45 0.23 0.54
C -0.27 -0.41 1.97
C 0.23 0.23 -0.05
C -0.93 -0.18 0.77
C -0.16 0.13 -2.03
S -1.76 -0.08 -2.44
H 1.95 -0.10 2.55
H 2.26 0.42 -0.05
H -0.66 -0.60 2.94
H -1.96 -0.30 0.37
H 0.67 0.58 -2.69
H -1.99 0.30 -3.73